Density functional theory data (the ωB97M-V functional and the def2-TZVPD basis) for a gas-phase ion, C6H10NO2S2 (charge +1).

```
21
Properties=species:S:1:pos:R:3
H -2.46 0.10 -1.04
C 3.50 1.20 0.63
H -1.56 1.33 1.50
C 1.84 -0.66 -0.23
C -1.60 1.02 0.51
C -0.45 -1.46 -1.07
H -0.26 -0.51 -1.57
N -0.96 1.91 -0.16
H 4.47 1.59 0.28
H -0.95 -2.07 -1.78
H 2.58 1.75 0.17
H 3.57 1.32 1.73
S 1.18 -2.12 -0.70
C -1.35 -1.24 0.24
O -1.04 -1.88 1.23
H 1.24 0.14 -0.12
C -2.34 -0.20 0.08
O -3.57 -0.32 0.71
H -1.02 1.70 -1.21
H -4.17 -1.05 0.43
S 3.37 -0.56 0.37
```

Results
- highest occupied orbital energy (eV) = -13.80
- total charge = +1
- largest force on an atom (Eh/bohr) = 0.086

Results of the Löwdin charge analysis, in e, for atoms 1 through 4:
1. H 0.1902
2. C -0.3271
3. H 0.1113
4. C -0.7460

---

Density functional theory data (the ωB97M-V functional and the def2-TZVPD basis) for 2 unconnected molecules or ions with the total composition C6H10O.

```
17
Properties=species:S:1:pos:R:3
C -0.67 0.66 0.73
H 2.18 -0.99 -2.23
H -2.46 0.63 1.93
H 0.20 -0.81 -0.50
C -1.57 1.18 1.63
H 0.37 1.42 -1.79
O 2.09 -1.82 -1.75
H -1.91 -1.69 1.58
H 1.44 -2.37 -2.19
H -1.43 2.20 1.94
H 1.12 1.92 1.12
C -0.57 -0.71 0.25
H 1.96 1.98 -1.23
H -1.03 -2.78 0.36
C 0.53 1.41 0.36
C 1.00 1.57 -0.91
C -1.25 -1.79 0.72
```

Results
- multiplicity = 2
- highest occupied orbital energy (spin up / spin down) (eV) = -0.05 / -2.99
- total charge = -1
- ⟨S²⟩ = 0.766
- largest force on an atom (Eh/bohr) = 0.024

Results of the Löwdin charge analysis, in e, for atoms 1 through 4:
1. C -0.4360
2. H 0.0228
3. H 0.0007
4. H 0.0422

---

Density functional theory data (the ωB97M-V functional and the def2-TZVPD basis) for 2 unconnected molecules or ions with the total composition C6H10O.

```
17
Properties=species:S:1:pos:R:3
C 1.34 -0.90 0.98
H -1.74 0.44 0.21
C -1.01 -0.37 0.34
C 0.28 0.14 1.01
H -0.97 2.78 -0.16
H -1.50 -1.26 -2.43
H 1.11 -1.96 1.02
C -0.48 -0.98 -2.16
H 0.27 -1.02 -2.94
H -1.50 -1.24 0.79
O 0.33 1.26 1.81
H 1.84 0.53 -0.72
C 1.07 -0.09 -0.27
H 0.23 0.97 2.73
H -1.36 2.90 -0.78
H 2.26 -0.61 1.49
C -0.18 -0.59 -0.93
```

Results
- highest occupied orbital energy (eV) = -9.03
- structure (SMILES) = C=C1C[C@@]2(O)C[C@@H]12.[H][H]
- largest force on an atom (Eh/bohr) = 0.006

Results of the Löwdin charge analysis, in e, for atoms 1 through 4:
1. C -0.0215
2. H 0.1007
3. C -0.0491
4. C -0.4794

---

Density functional theory data (the ωB97M-V functional and the def2-TZVPD basis) for a molecular structure, C6H10O.

```
17
Properties=species:S:1:pos:R:3
H 2.64 0.22 0.98
H 0.84 -1.83 1.03
O -1.64 1.57 0.22
C 1.59 0.18 0.74
H 1.50 -1.55 -0.59
H -1.46 0.20 -1.98
C -0.63 0.68 0.58
C 0.73 1.17 0.90
H -1.27 -1.28 0.04
H 0.30 0.31 -2.06
H -0.49 -1.26 -2.30
H 0.91 2.17 1.29
H -1.82 1.13 1.17
C 0.92 -1.08 0.22
C -0.53 -0.32 -1.74
H -1.12 0.29 1.74
C -0.46 -0.60 -0.24
```

Results
- highest occupied orbital energy (eV) = -9.31
- largest force on an atom (Eh/bohr) = 0.086

Results of the Löwdin charge analysis, in e, for atoms 1 through 4:
1. H 0.1037
2. H 0.1176
3. O -0.0621
4. C -0.0722

---

Density functional theory data (the ωB97M-V functional and the def2-TZVPD basis) for a single C6H10O molecule.

```
17
Properties=species:S:1:pos:R:3
H -1.92 -0.69 -1.86
C 1.55 -0.17 -0.09
C 0.33 0.54 0.52
C -2.20 0.68 -0.12
H 1.16 -1.02 -0.65
H 0.59 1.52 0.94
H 2.11 0.51 -0.75
O 2.15 -1.96 1.32
C -0.76 0.69 -0.53
H -0.05 -0.08 1.34
C 2.46 -0.88 0.89
H -2.41 0.57 0.94
H 3.42 -0.41 1.18
H -2.89 1.31 -0.66
H -0.50 1.32 -1.37
H -1.43 -1.41 -0.26
C -1.61 -0.51 -0.84
```

Results
- highest occupied orbital energy (eV) = -9.78
- structure (SMILES) = O=CCCC1CC1
- largest force on an atom (Eh/bohr) = 0.010

Results of the Löwdin charge analysis, in e, for atoms 1 through 4:
1. H 0.0985
2. C -0.1616
3. C -0.1740
4. C -0.1247

---

Density functional theory data (the ωB97M-V functional and the def2-TZVPD basis) for a single C6H10O molecule.

```
17
Properties=species:S:1:pos:R:3
C -2.27 -0.22 0.25
H -1.11 0.56 -1.39
C 1.15 0.24 -0.10
H 1.55 0.64 -1.03
H -2.92 0.65 0.34
H -2.80 -0.99 -0.33
H 0.07 -1.65 0.39
H -0.14 0.97 1.49
C 0.18 -0.92 -0.42
H 0.04 2.14 0.15
O 2.27 0.11 0.80
C 3.43 -0.24 0.32
C 0.00 1.08 0.41
H 0.35 -1.45 -1.36
H -2.11 -0.62 1.26
C -0.95 0.15 -0.39
H 3.23 -0.47 -0.77
```

Results
- highest occupied orbital energy (eV) = -8.49
- largest force on an atom (Eh/bohr) = 0.009

Results of the Löwdin charge analysis, in e, for atoms 1 through 4:
1. C -0.0753
2. H 0.1389
3. C -0.3353
4. H 0.1423

---

Density functional theory data (the ωB97M-V functional and the def2-TZVPD basis) for 2 unconnected molecules or ions with the total composition C6H10O.

```
17
Properties=species:S:1:pos:R:3
C 1.47 0.25 -0.12
C -2.09 1.03 0.22
H -2.97 1.22 -0.39
O 1.30 -1.32 1.70
H -1.05 -2.77 -0.36
H -1.22 -1.81 -1.81
H -2.25 0.70 1.24
H 1.26 0.06 -1.18
H 2.46 0.72 -0.08
H -0.75 1.62 -1.28
C -0.86 1.26 -0.25
C 0.41 1.14 0.54
H 0.81 2.14 0.69
H 2.16 -1.86 -0.04
C -0.51 -2.02 -0.98
H 0.19 0.73 1.53
C 1.63 -1.09 0.56
```

Results
- highest occupied orbital energy (spin up / spin down) (eV) = -9.46 / -9.44
- largest force on an atom (Eh/bohr) = 0.012

Results of the Löwdin charge analysis, in e, for atoms 1 through 4:
1. C -0.1895
2. C -0.0023
3. H 0.0515
4. O 0.0209

---

Density functional theory data (the ωB97M-V functional and the def2-TZVPD basis) for a single C6H10O molecule.

```
17
Properties=species:S:1:pos:R:3
H -1.48 1.13 0.62
C -0.99 0.56 -0.20
H 2.27 1.35 0.62
H 2.92 0.03 -1.38
C -0.98 -0.91 -0.07
O 0.93 0.64 -1.74
H 1.64 -1.19 -1.00
H -2.38 -2.35 0.73
H 0.30 2.26 -0.57
H -2.58 -0.70 1.46
C 0.38 1.17 -0.53
H -1.63 0.69 -1.09
H 1.26 -0.03 1.15
C 1.54 0.60 0.30
C 1.90 -0.12 -1.00
H -1.13 -1.70 1.75
C -1.88 -1.41 0.99
```

Results
- highest occupied orbital energy (eV) = -8.30
- largest force on an atom (Eh/bohr) = 0.008

Results of the Löwdin charge analysis, in e, for atoms 1 through 4:
1. H 0.1155
2. C -0.2116
3. H 0.1066
4. H 0.1125

---

Density functional theory data (the ωB97M-V functional and the def2-TZVPD basis) for 2 unconnected molecules or ions with the total composition C6H10O.

```
17
Properties=species:S:1:pos:R:3
C 1.24 0.29 0.20
C 1.69 -1.74 0.07
H 3.40 -0.42 -0.52
H 1.96 -2.79 0.08
H -1.28 1.58 1.19
H 1.41 0.84 1.13
H -0.02 -1.18 1.41
H 0.75 0.83 -1.59
C -1.93 0.68 1.05
C 0.41 -1.02 0.42
H -3.30 1.45 -0.10
H -2.85 -0.13 -0.73
C -2.43 0.80 -0.33
C 2.38 -0.62 -0.19
H -0.39 -1.15 -0.32
O 0.78 1.25 -0.72
H -1.81 1.33 -1.06
```

Results
- highest occupied orbital energy (eV) = -8.55
- largest force on an atom (Eh/bohr) = 0.009

Results of the Löwdin charge analysis, in e, for atoms 1 through 4:
1. C -0.3806
2. C -0.0602
3. H 0.1010
4. H 0.0976

---

Density functional theory data (the ωB97M-V functional and the def2-TZVPD basis) for a single C6H10O molecule.

```
17
Properties=species:S:1:pos:R:3
C -2.57 -1.18 -1.63
H 0.22 1.52 1.32
H -3.39 -0.99 -0.77
H -2.61 -2.12 -2.28
C 2.22 0.76 1.83
C -0.51 -0.44 -0.01
H 2.24 1.63 2.49
H -2.76 -0.23 -2.32
H -1.21 -0.11 0.78
C 1.21 1.30 0.76
H 2.03 -0.25 2.33
O 1.61 2.47 0.14
H 1.16 0.00 -1.22
C -1.17 -1.29 -1.03
H -0.53 -1.85 -1.67
C 0.78 0.03 -0.13
H 3.28 0.75 1.42
```

Results
- highest occupied orbital energy (eV) = -7.36
- largest force on an atom (Eh/bohr) = 0.105

Results of the Löwdin charge analysis, in e, for atoms 1 through 4:
1. C -0.1017
2. H 0.1454
3. H 0.1239
4. H 0.0843

---

largest force on an atom of number 6 (C6H10O)? 0.009 Eh/bohr